74
Properties=species:S:1:pos:R:3:forces:R:3 method="wB97M-V/def2-TZVPD" e_homo_ev=-11.776 energy_ev=-83466.0333 total_charge=+1 orbital_gap_ev=7.4 de_lowest_ev=1.433
Hg -1.2299 0.4400 1.1958 0.4 0.4 -0.6
N 1.1332 1.2411 2.3881 -0.5 -0.3 -0.3
C 1.2887 2.6618 2.6799 -0.2 0.5 -0.1
C 1.0923 2.9383 4.1806 -0.1 -0.2 -0.2
C -0.3267 2.6290 4.6897 -0.1 0.1 0.1
C -1.1612 3.8687 5.0429 0.1 -0.5 0.1
N -1.3168 4.7785 3.9299 0.2 0.1 0.0
C -2.2183 4.7107 2.9539 -0.3 0.5 0.2
N -2.0036 5.4628 1.8824 0.1 0.3 -0.2
N -3.3665 4.0379 3.1077 0.0 -0.2 0.1
C 0.2780 3.5333 1.8818 0.5 -0.4 0.3
O 0.5134 4.7540 1.8627 0.6 0.4 0.0
O -0.7562 3.0126 1.4095 -0.7 -1.3 -0.4
H 1.5474 0.6677 3.1189 -0.1 0.0 -0.1
H 1.6325 1.0354 1.5289 0.0 -0.2 -0.1
H 2.2875 3.0203 2.3961 -0.2 -0.1 0.0
H 1.3541 3.9794 4.3665 0.1 0.0 0.0
H 1.8132 2.3234 4.7234 0.1 0.1 0.0
H -0.2701 2.0180 5.5905 -0.1 -0.1 0.0
H -0.8535 2.0530 3.9241 -0.1 -0.1 0.1
H -0.6756 4.4272 5.8463 -0.1 0.0 0.0
H -2.1422 3.5584 5.4105 0.1 0.1 0.1
H -0.4564 5.2363 3.6419 -0.2 0.0 0.0
H -0.9872 5.5229 1.6280 -0.4 -0.1 0.1
H -2.6509 5.4002 1.1149 0.0 -0.1 0.0
H -3.5468 3.4872 3.9277 0.0 0.1 0.0
H -4.0116 3.9718 2.3430 0.0 0.0 0.0
F -0.2852 -0.7528 -1.4500 0.3 0.0 0.4
Sb 1.5234 -1.1925 -0.8708 -0.6 -0.5 -0.3
F 0.8822 -1.4791 0.9236 -0.1 0.5 -0.2
F 0.9765 -2.9922 -1.1329 0.4 0.1 0.0
F 3.2672 -1.4676 -0.2645 -0.1 -0.1 -0.2
F 1.9619 -1.0407 -2.6847 0.3 0.0 0.1
F 1.6293 0.6726 -0.5563 0.1 0.0 0.3
C -5.1114 1.5889 -1.1858 0.2 -0.7 0.4
Si -5.1901 -0.0220 -0.1664 -0.4 0.2 -0.1
C -6.5096 -1.1886 -0.8827 0.5 0.3 0.2
C -5.5406 0.3664 1.6793 0.4 -0.2 -0.6
Sb -2.8834 -1.2798 -0.4978 0.0 0.6 0.8
Si -2.3469 -1.3985 -3.2662 -0.2 -0.1 -0.1
C -1.8919 0.4038 -3.6950 -0.1 -0.7 0.3
C -1.1306 -2.7990 -3.6736 -0.3 0.7 0.5
C -4.1059 -1.9166 -3.8227 0.8 0.4 0.4
Si -2.9781 -3.4130 1.1205 -0.1 -0.2 0.0
C -4.6325 -4.2592 0.6800 0.7 0.4 0.1
C -1.4653 -4.4591 0.6664 -0.5 0.5 0.2
C -3.0084 -2.7501 2.9137 0.2 -0.1 -0.8
H -6.0279 2.1648 -1.0886 -0.2 0.0 0.1
H -4.9771 1.3683 -2.2413 0.0 -0.1 -0.2
H -4.2809 2.2169 -0.8718 0.1 0.1 0.1
H -7.4913 -0.7276 -0.8350 -0.2 0.2 0.1
H -6.5631 -2.1296 -0.3456 0.0 -0.1 0.2
H -6.3103 -1.4193 -1.9238 0.1 0.0 -0.2
H -6.3529 -0.2427 2.0601 -0.1 -0.2 0.0
H -5.8280 1.4069 1.8067 -0.1 0.2 -0.1
H -4.6670 0.1889 2.3038 0.1 0.0 0.1
H -1.1654 0.7913 -2.9880 0.1 -0.1 0.1
H -2.7584 1.0601 -3.6902 -0.2 -0.1 0.0
H -1.4300 0.4622 -4.6769 0.0 -0.1 -0.2
H -0.1805 -2.6579 -3.1697 0.1 0.0 0.0
H -0.9298 -2.8275 -4.7422 -0.1 0.1 -0.2
H -1.5174 -3.7717 -3.3836 -0.2 -0.1 0.1
H -4.8170 -1.1029 -3.7334 -0.1 0.2 0.0
H -4.4817 -2.7636 -3.2559 0.0 -0.2 0.1
H -4.0788 -2.2151 -4.8658 0.1 -0.1 -0.3
H -4.7306 -4.4302 -0.3882 0.0 0.0 -0.2
H -5.4909 -3.6817 1.0088 -0.1 0.2 0.1
H -4.6850 -5.2259 1.1703 0.1 -0.2 0.1
H -1.6321 -5.0111 -0.2542 -0.1 0.0 -0.2
H -1.2368 -5.1811 1.4445 -0.1 -0.1 0.2
H -0.5786 -3.8481 0.5232 0.1 0.2 0.0
H -3.9096 -2.1799 3.1280 -0.1 0.1 -0.1
H -2.1450 -2.1163 3.1116 0.1 0.0 0.0
H -2.9699 -3.5765 3.6182 0.0 -0.2 0.0

=====

79
Properties=species:S:1:pos:R:3:forces:R:3 method="wB97M-V/def2-TZVPD" e_homo_ev=-11.137 energy_ev=-73880.8492 total_charge=+1 orbital_gap_ev=7.3
N -17.1384 3.0921 -21.4981 0.1 -0.1 0.1
H -17.3567 2.8045 -22.4414 -0.5 -0.9 -0.7
H -17.8833 2.8679 -20.8540 -0.1 -0.2 0.3
H -16.9727 4.0873 -21.5456 -0.1 1.8 0.0
H -16.2524 2.6839 -21.2367 0.5 -0.6 0.2
N -14.0836 5.0982 -22.7556 0.7 1.0 -0.3
H -14.2691 5.1268 -23.7480 0.4 0.1 -0.1
H -13.1921 5.4972 -22.4985 0.4 0.3 -0.2
H -14.0927 4.1536 -22.3983 -0.3 -2.3 0.5
H -14.8434 5.5955 -22.3135 -1.6 0.5 0.6
N -17.7742 4.9310 -24.5626 0.6 0.8 -1.7
H -18.0148 3.9507 -24.5947 -0.2 -1.9 0.5
H -18.4199 5.4805 -25.1115 -0.5 0.3 0.2
H -16.8735 5.0785 -24.9952 0.2 -0.2 -0.4
H -17.5997 5.3056 -23.6410 -0.1 0.9 2.6
N -14.7316 2.1880 -24.9207 0.7 0.5 -1.7
H -14.9735 3.1068 -25.2632 -0.7 0.0 -0.2
H -15.2191 1.4842 -25.4565 -1.2 -0.3 0.1
H -14.8592 2.1745 -23.9189 0.2 -0.7 1.9
H -13.7727 2.0861 -25.2213 0.8 -0.2 0.7
C -16.8698 6.7023 -21.1114 1.0 1.2 0.4
O -16.7993 5.7928 -22.1263 -0.1 -1.9 -1.7
H -15.9338 7.2604 -21.1336 0.3 0.7 0.3
H -17.6490 7.4616 -21.1790 -0.4 -0.1 -0.2
H -16.8803 6.3193 -20.0910 -0.4 -0.6 0.2
C -13.7404 2.2305 -20.8760 -1.5 1.0 0.2
O -14.0859 3.4688 -20.1106 1.2 -0.1 -0.1
O -14.3760 2.3733 -22.1282 1.8 0.2 1.4
C -12.1768 1.9437 -20.8282 0.2 -1.1 0.6
F -11.4362 2.7669 -21.5472 0.0 0.7 -0.8
F -11.6286 2.0024 -19.5649 -1.0 -0.1 -1.0
F -11.8915 0.6620 -21.2716 -0.7 1.3 0.3
C -14.0411 3.3979 -18.6508 0.2 0.3 1.0
C -14.2844 4.7868 -18.0072 -0.4 0.0 -1.4
H -13.5083 5.5067 -18.2671 0.0 0.0 -0.4
H -15.2419 5.0943 -18.4277 0.0 0.6 0.2
H -14.3368 4.8831 -16.9227 -0.1 -0.9 0.0
H -13.0960 3.0545 -18.2302 0.1 -0.3 -0.6
H -14.8265 2.7175 -18.3214 -0.1 -0.1 -0.1
H -14.1736 1.4625 -20.2352 -0.1 -0.6 -0.3
C -18.3481 1.0686 -24.9989 1.4 1.1 1.7
O -17.6592 1.2350 -26.2426 0.2 -0.7 -0.2
O -17.8461 2.0339 -24.0930 -2.0 -0.3 -1.6
C -19.9883 0.7119 -25.1228 1.7 1.8 -1.4
F -20.8078 1.7715 -25.3990 0.7 0.0 0.3
F -20.1582 -0.1284 -26.1514 0.2 -0.3 0.2
F -20.4708 0.1595 -24.0349 0.1 -0.4 0.8
C -17.9473 2.2388 -27.1439 -0.1 0.1 -2.1
C -16.8273 2.3631 -28.1912 0.7 0.2 0.7
H -16.9970 3.1173 -28.9596 -0.5 -0.1 0.0
H -15.9112 2.7162 -27.7177 0.4 -0.1 0.2
H -16.6021 1.4119 -28.6734 -0.2 0.0 0.1
H -18.1190 3.2155 -26.6914 -0.3 0.1 0.2
H -18.7620 1.9124 -27.7902 -0.9 0.4 0.5
H -17.8718 0.1206 -24.7487 -0.8 -0.6 0.4
C -19.0019 -1.8617 -22.0247 0.5 0.0 1.5
C -18.3987 -1.8048 -20.5244 -0.2 -1.1 -2.5
C -16.9403 -2.2543 -20.4410 0.0 -1.2 0.3
O -16.2191 -1.1343 -19.8970 -0.3 0.0 -0.5
C -17.0532 -0.0518 -19.9330 2.4 -0.2 1.1
O -16.6951 1.0622 -19.6168 -0.7 -1.2 -0.7
O -18.2280 -0.4594 -20.2940 -2.3 3.2 0.2
H -19.8149 -1.1392 -22.0963 0.1 -0.1 0.1
H -19.3674 -2.8175 -22.4003 0.1 -0.2 0.5
H -18.2068 -1.5454 -22.6997 0.0 0.1 0.0
H -19.0534 -2.2285 -19.7629 0.0 0.0 -0.1
H -16.6019 -2.5366 -21.4380 0.5 0.3 0.1
H -16.8243 -3.1102 -19.7761 0.2 0.1 0.0
C -22.3926 2.5381 -20.4926 -1.5 0.6 0.8
C -21.6300 1.5487 -21.3437 0.9 0.3 1.2
O -20.2770 1.6211 -20.8087 0.7 0.3 1.0
S -20.2398 1.9921 -19.1758 -1.7 -2.4 0.4
O -19.0231 2.7462 -18.8822 -2.7 -1.0 -0.9
O -20.5723 0.7763 -18.3584 1.1 3.7 -2.5
O -21.6479 2.9029 -19.3007 1.9 -0.9 -0.1
H -23.3402 2.0929 -20.1893 0.1 -0.2 0.4
H -22.7200 3.4591 -20.9750 0.7 0.1 -0.2
H -21.6287 1.8662 -22.3864 0.3 -0.4 0.1
H -22.0048 0.5417 -21.1604 0.1 0.0 -0.4

=====

64
Properties=species:S:1:pos:R:3:forces:R:3 method="wB97M-V/def2-TZVPD" e_homo_ev=-10.164 energy_ev=-96873.3549 total_charge=+2 orbital_gap_ev=5.8 de_lowest_ev=2.849
C 2.6359 -4.4809 -3.1086 1.3 -0.1 1.6
N 2.7057 -5.6928 -2.1207 -0.7 0.1 -1.6
C 2.6342 -6.9070 -3.0919 -0.3 1.1 1.2
C 4.0537 -5.6901 -1.4052 -1.1 0.0 -0.9
C 1.5237 -5.6222 -1.1264 0.7 1.0 -2.1
C 1.0652 -6.9253 -0.6538 -2.2 0.1 1.7
O 1.9882 -7.5628 0.1344 2.2 -1.3 -0.1
H 3.5894 -4.5414 -3.6333 -0.2 0.2 -0.2
H 2.6645 -3.5802 -2.4954 -0.1 0.1 0.0
H 1.8042 -4.4456 -3.8123 -0.1 -0.6 0.4
H 3.3892 -6.7501 -3.8623 0.1 -0.2 0.3
H 1.6612 -6.8550 -3.5805 0.0 -0.3 0.2
H 2.7784 -7.8001 -2.4840 0.0 0.0 -0.4
H 4.0191 -4.8968 -0.6584 0.3 0.0 -0.2
H 4.7270 -5.5124 -2.2437 0.6 0.0 0.7
H 4.1863 -6.6716 -0.9500 0.0 0.2 0.0
H 0.7081 -5.2429 -1.7420 -0.1 0.3 0.1
H 1.7714 -4.8734 -0.3741 0.2 -0.2 0.1
H 0.5115 -7.4577 -1.4272 0.7 -0.6 -0.2
H 0.3041 -6.7163 0.0980 -0.9 0.7 -0.4
H 1.8792 -8.5164 0.1171 -0.1 -0.1 0.1
C -3.6510 1.6305 -0.6049 0.8 0.2 0.7
N -3.9333 0.4472 0.2990 -1.7 0.2 0.5
C -4.6925 0.8504 1.5790 0.2 1.3 -0.8
C -4.9971 -0.4241 -0.4235 0.9 0.4 0.1
C -2.5879 -0.1968 0.7248 -1.3 -1.8 -1.1
C -1.8731 -1.0900 -0.3990 0.2 1.8 1.1
O -1.2352 -0.3338 -1.4298 -0.8 -0.5 0.6
H -3.0000 1.3006 -1.4145 -0.3 -0.2 -0.1
H -3.0431 2.3263 -0.0265 -0.1 0.0 0.1
H -4.5273 2.1683 -0.9666 -0.2 -0.5 0.2
H -4.9679 0.0426 2.2571 0.6 -0.3 -0.4
H -5.6313 1.2987 1.2540 0.1 0.1 -0.1
H -4.1230 1.6262 2.0907 0.1 -0.2 0.1
H -5.8564 0.1941 -0.6835 0.5 0.6 -0.2
H -5.4797 -1.1139 0.2689 0.9 -0.6 -0.1
H -4.5162 -0.7943 -1.3289 -0.4 -0.5 0.2
H -2.9201 -0.8948 1.4932 0.1 -0.3 0.0
H -1.9919 0.5365 1.2681 0.1 0.3 -0.7
H -2.5654 -1.8089 -0.8372 -0.1 0.2 0.1
H -1.1389 -1.6304 0.1985 0.1 -0.2 -0.1
H -0.2944 -0.3301 -1.2390 0.4 0.1 -0.1
C 2.2334 6.6600 1.5939 -0.9 1.0 -0.8
N 0.7398 6.4289 1.8663 0.3 -0.1 -1.6
C 0.2261 7.5281 2.8384 0.3 -0.9 -1.0
C 0.0218 6.5980 0.4927 0.0 1.1 1.3
C 0.4648 4.9974 2.3711 0.4 0.5 2.1
C 1.3620 3.8457 1.9286 -0.7 0.6 -1.7
O 1.1311 3.8032 0.5152 0.4 -0.2 -0.1
H 2.8551 6.6771 2.4890 -0.2 -0.3 -0.1
H 2.2451 7.6292 1.0952 0.1 0.5 0.6
H 2.5768 6.0667 0.7465 -0.1 -0.9 0.7
H 0.8703 7.4900 3.7169 -0.2 0.2 -0.1
H -0.8283 7.3917 3.0784 0.1 -0.5 0.1
H 0.2692 8.4673 2.2868 0.4 0.0 0.2
H -1.0136 6.3777 0.7528 0.1 -1.0 -0.8
H 0.6048 6.1345 -0.3032 -0.7 -0.8 0.4
H -0.0737 7.6433 0.1989 0.6 0.3 0.5
H -0.5858 4.7478 2.2224 0.1 0.2 -0.5
H 0.5376 5.1154 3.4522 0.2 -0.2 0.2
H 1.0021 2.8973 2.3275 0.0 0.2 0.7
H 2.4407 3.9204 2.0659 -0.1 0.4 0.7
H 1.7985 3.1903 0.1984 0.0 -0.3 -0.6
Br 3.5476 -0.6734 0.4064 -0.6 0.0 -0.2

=====

63
Properties=species:S:1:pos:R:3:forces:R:3 method="wB97M-V/def2-TZVPD" smiles=CC(C)O.CC(C)O.CC(C)O.CC(C)O.CC(C)O.O e_homo_ev=-9.502 energy_ev=-28519.4183 orbital_gap_ev=9.8 de_lowest_ev=2.247
C 5.2058 10.8783 -17.9734 0.3 -0.3 -0.7
C 5.8959 11.2998 -16.6760 -1.0 -1.6 0.6
C 4.8501 11.6525 -15.6198 -0.5 0.9 -0.4
O 6.6837 10.2187 -16.1662 0.5 0.1 -0.2
H 4.7724 11.7337 -18.4918 0.0 -0.1 -0.1
H 4.4541 10.0929 -17.8951 -0.6 0.4 0.9
H 5.8510 10.3184 -18.6504 0.8 0.7 -0.1
H 6.6085 12.1128 -16.8147 -0.1 0.0 -0.1
H 4.3375 12.5520 -15.9607 0.3 0.7 0.3
H 5.2827 11.7623 -14.6254 0.0 0.2 -0.1
H 3.9666 11.0166 -15.5638 0.4 -0.9 -0.1
H 6.1497 9.4211 -16.1856 -0.1 -0.1 0.0
C -1.4454 9.8058 -16.1829 0.7 0.9 1.1
C -0.8473 11.1384 -16.6939 -1.0 1.3 0.4
C -1.6053 12.4583 -16.2492 -0.2 -1.7 -0.3
O 0.4907 11.3046 -16.2300 -0.3 -1.2 -0.4
H -0.6118 9.1148 -16.0574 -0.1 -0.3 -0.4
H -2.2679 9.3790 -16.7568 0.3 0.2 -0.3
H -1.8089 9.9482 -15.1652 -0.2 0.1 0.1
H -0.9403 11.0811 -17.7784 0.6 0.2 -0.4
H -2.5946 12.4586 -16.7068 -0.1 0.2 0.0
H -1.0664 13.3606 -16.5383 0.0 -0.1 -0.1
H -1.7290 12.4559 -15.1662 0.1 0.1 0.0
H 0.7653 12.1973 -16.4517 0.1 0.2 0.2
C 7.7288 15.4588 -14.6097 1.7 -1.9 -0.1
C 6.6620 16.3887 -14.3343 -2.5 1.4 1.5
C 5.3229 15.8049 -13.8315 0.2 -1.5 -0.7
O 6.9998 17.2678 -13.2851 0.9 1.6 0.3
H 7.4519 14.7657 -15.4041 0.3 0.1 -0.2
H 8.0118 14.8405 -13.7578 -0.4 -0.2 0.4
H 8.6660 15.9814 -14.8012 -0.1 0.1 -0.6
H 6.5374 17.0262 -15.2097 -0.3 0.1 0.0
H 4.9785 15.0020 -14.4833 -0.3 0.0 -0.4
H 4.5027 16.4944 -13.6312 0.4 0.3 -0.3
H 5.4930 15.2594 -12.9033 0.3 0.2 0.3
H 7.4292 16.8088 -12.5595 0.0 -0.3 -0.1
C -0.3043 18.4529 -18.1035 1.0 0.7 -0.6
C 0.4078 17.4591 -17.2108 0.4 2.9 -0.3
C 0.6002 18.1388 -15.8461 -0.7 -1.8 0.2
O -0.3384 16.2816 -17.1939 0.0 -0.9 1.1
H 0.3185 19.3313 -18.2722 0.4 0.0 0.0
H -1.1811 18.9130 -17.6479 -0.5 -0.8 -0.2
H -0.3978 17.9956 -19.0886 -0.8 0.2 -0.1
H 1.4107 17.2910 -17.6032 0.2 -0.3 -0.2
H -0.3138 18.6358 -15.5211 0.0 0.1 0.0
H 1.4464 18.8228 -15.7800 -0.1 -0.2 -0.2
H 0.7310 17.2721 -15.1981 0.4 0.3 0.8
H -0.4664 16.0510 -18.1170 -0.2 -0.3 0.0
C -0.1477 16.3231 -12.0876 0.7 0.1 0.5
C -0.3677 15.1856 -13.0892 -0.6 -0.6 2.7
C -0.6534 13.8787 -12.2717 0.3 0.2 -1.1
O -1.4537 15.5004 -13.9413 0.5 -0.3 -0.3
H -0.9059 16.3118 -11.3046 -0.5 0.1 -0.3
H -0.0585 17.3323 -12.4896 -0.2 -0.1 -0.3
H 0.7561 16.1834 -11.4946 0.4 -0.3 -0.2
H 0.5347 14.8486 -13.5993 0.1 0.8 -0.5
H -1.5483 13.7826 -11.6568 -0.2 0.6 -0.2
H 0.2012 13.6885 -11.6223 0.1 -0.1 -0.1
H -0.6823 13.1367 -13.0696 -0.1 -0.5 0.4
H -1.0395 15.7921 -14.7568 -0.4 0.2 -0.4
O 1.4505 13.9204 -15.8447 0.1 -0.1 0.0
H 0.9952 14.7516 -15.9791 -0.4 0.4 -0.3
H 2.3341 14.1716 -15.5758 0.3 -0.1 0.1